C3H6N2O | wB97M-V/def2-TZVPD

The frontier orbital gap is 9.760 eV. The total energy is -8233.9458 eV. The highest occupied orbital energy is -8.95 eV.

Structure (ORCA input):
```
! wB97M-V def2-TZVPD RIJCOSX def2/J DEFGRID3
* xyz 0 1
C 0.193 1.024 -0.382
C 0.437 -0.156 0.302
N -0.322 0.085 1.556
C -0.546 1.426 1.609
N -0.566 1.905 0.356
H 0.832 1.554 -1.252
H 0.981 -0.997 0.092
H -0.151 -0.660 2.151
H -0.612 2.066 2.497
O -0.230 -2.398 -2.153
H 0.211 -1.701 -1.716
H -0.228 -2.149 -3.061
*
```

natural (NBO) population analysis, charges in e, atoms 1 to 6: -0.084 -0.158 -0.540 0.204 -0.479 0.224

C3H6N2O | wB97M-V/def2-TZVPD

The frontier orbital gap is 7.975 eV. The total energy is -8234.2917 eV. The highest occupied orbital energy is -9.10 eV.

Structure (ORCA input):
```
! wB97M-V def2-TZVPD RIJCOSX def2/J DEFGRID3
* xyz 0 1
N 1.214 0.823 -1.905
C 0.712 -0.202 -1.720
C 0.129 -1.547 -1.544
O -0.903 -1.742 -0.957
H 0.721 -2.351 -2.006
C 0.041 0.637 1.631
N -0.951 1.011 0.633
H 0.930 0.099 1.251
H -0.431 0.002 2.387
H 0.397 1.538 2.139
H -1.347 0.183 0.199
H -0.513 1.550 -0.107
*
```

natural (NBO) population analysis, charges in e, atoms 1 to 6: -0.231 0.155 0.344 -0.434 0.166 -0.412

C3H6N2O2 | wB97M-V/def2-TZVPD

The frontier orbital gap is 9.945 eV. The total energy is -10277.5442 eV. The highest occupied orbital energy is -9.26 eV.

Structure (ORCA input):
```
! wB97M-V def2-TZVPD RIJCOSX def2/J DEFGRID3
* xyz 0 1
C -0.048 0.217 -1.481
N 1.234 0.498 -1.502
O 2.073 -0.300 -1.151
O 1.630 1.782 -1.892
H -0.291 -0.687 -1.106
H -0.755 0.898 -1.995
H 2.559 1.961 -1.853
C 0.010 -0.812 1.861
C -0.995 -0.287 1.287
N -2.044 0.235 0.916
H 0.706 -0.346 2.670
H 0.453 -1.653 1.510
H -1.912 0.892 0.220
*
```

natural (NBO) population analysis, charges in e, atoms 1 to 6: -0.292 0.398 -0.462 -0.561 0.212 0.208

C3H6N2O2 | wB97M-V/def2-TZVPD

The frontier orbital gap is 10.896 eV. The total energy is -10284.0245 eV. The highest occupied orbital energy is -10.24 eV.

Structure (ORCA input):
```
! wB97M-V def2-TZVPD RIJCOSX def2/J DEFGRID3
* xyz 0 1
C 0.781 -1.517 0.914
C 1.103 -0.697 -0.342
O 1.937 -1.044 -1.194
N 0.509 0.533 -0.554
C -0.809 0.761 -0.082
N -1.555 1.786 -0.650
O -1.458 0.149 0.791
H -0.226 -1.990 0.982
H 0.939 -0.855 1.772
H 1.480 -2.452 1.043
H 0.855 0.941 -1.369
H -1.124 2.539 -1.109
H -2.433 1.847 -0.199
*
```

natural (NBO) population analysis, charges in e, atoms 1 to 6: -0.723 0.693 -0.585 -0.662 0.781 -0.829

C3H6N2O2 | wB97M-V/def2-TZVPD

The frontier orbital gap is 10.703 eV. The total energy is -10283.2586 eV. The highest occupied orbital energy is -10.03 eV.

Structure (ORCA input):
```
! wB97M-V def2-TZVPD RIJCOSX def2/J DEFGRID3
* xyz 0 1
H -0.237 -0.059 -2.075
N -0.798 0.226 -1.276
C -0.312 -0.182 -0.181
N -0.944 0.024 1.041
C -2.028 0.850 1.269
O -2.444 1.069 2.384
O 0.836 -0.865 0.062
C 1.984 -0.563 -0.720
H -0.469 -0.330 1.862
H -2.449 1.288 0.349
H 2.772 -0.259 -0.026
H 1.789 0.254 -1.420
H 2.301 -1.453 -1.268
*
```

natural (NBO) population analysis, charges in e, atoms 1 to 6: 0.354 -0.751 0.707 -0.650 0.540 -0.569

C3H6N2O2 | wB97M-V/def2-TZVPD

The frontier orbital gap is 10.395 eV. The total energy is -10277.7681 eV. The highest occupied orbital energy is -9.47 eV.

Structure (ORCA input):
```
! wB97M-V def2-TZVPD RIJCOSX def2/J DEFGRID3
* xyz 0 1
C 2.350 0.086 -0.025
O 1.022 -0.009 0.294
N 0.195 0.009 -0.793
N -0.799 1.401 -0.494
C -1.717 0.848 0.137
C -1.705 -0.655 0.204
O -0.672 -0.970 -0.724
H 2.478 -0.758 -0.806
H 2.931 -0.300 0.807
H 2.690 1.000 -0.319
H -2.599 1.383 0.491
H -1.516 -0.861 1.204
H -2.658 -1.174 0.024
*
```

natural (NBO) population analysis, charges in e, atoms 1 to 6: -0.240 -0.420 0.218 -0.247 0.022 -0.164

C3H6N2O2 | wB97M-V/def2-TZVPD

The frontier orbital gap is 9.821 eV. The total energy is -10280.5385 eV. The highest occupied orbital energy is -9.15 eV.

Structure (ORCA input):
```
! wB97M-V def2-TZVPD RIJCOSX def2/J DEFGRID3
* xyz 0 1
C -0.109 1.229 -0.429
C -1.055 0.592 0.547
C 0.712 -1.163 -0.171
N 0.687 -2.481 0.042
O -1.078 -0.747 0.465
O 0.419 2.404 -0.074
N 1.239 -0.159 -0.565
H 0.978 2.747 -0.783
H -0.380 1.139 -1.485
H 1.569 -2.921 0.252
H -0.129 -2.760 0.571
H -1.961 1.100 0.076
H -0.893 1.020 1.554
*
```

natural (NBO) population analysis, charges in e, atoms 1 to 6: 0.382 -0.112 0.647 -0.842 -0.720 -0.653

C3H6N2O2 | wB97M-V/def2-TZVPD

The frontier orbital gap is 10.278 eV. The total energy is -10283.7625 eV. The highest occupied orbital energy is -9.72 eV.

Structure (ORCA input):
```
! wB97M-V def2-TZVPD RIJCOSX def2/J DEFGRID3
* xyz 0 1
N -1.455 -1.727 -0.303
C -0.288 -0.998 -0.346
O 0.586 -1.193 -1.154
C -0.182 0.002 0.787
N 0.891 0.948 0.619
C 1.271 1.556 -0.548
O 2.094 2.436 -0.581
H -1.461 -2.566 -0.858
H -2.293 -1.181 -0.189
H -0.002 -0.528 1.724
H -1.155 0.489 0.948
H 1.199 1.544 1.377
H 0.795 1.218 -1.477
*
```

natural (NBO) population analysis, charges in e, atoms 1 to 6: -0.845 0.666 -0.569 -0.320 -0.628 0.536

C3H6N2O2 | wB97M-V/def2-TZVPD

The frontier orbital gap is 10.573 eV. The total energy is -10283.3436 eV. The highest occupied orbital energy is -9.92 eV.

Structure (ORCA input):
```
! wB97M-V def2-TZVPD RIJCOSX def2/J DEFGRID3
* xyz 0 1
H 0.742 0.023 -1.667
N 1.004 0.044 -0.697
C 0.130 -0.013 0.217
N 0.553 -0.024 1.540
C 1.902 -0.001 1.852
O 2.324 0.000 2.982
O -1.221 -0.075 0.189
C -1.826 0.006 -1.089
H -0.133 -0.038 2.281
H 2.515 0.015 0.938
H -2.879 -0.235 -0.945
H -1.377 -0.718 -1.778
H -1.731 1.019 -1.494
*
```

natural (NBO) population analysis, charges in e, atoms 1 to 6: 0.367 -0.788 0.709 -0.652 0.535 -0.569

C3H6N2O2 | wB97M-V/def2-TZVPD

The frontier orbital gap is 10.418 eV. The total energy is -10281.9970 eV. The highest occupied orbital energy is -9.65 eV.

Structure (ORCA input):
```
! wB97M-V def2-TZVPD RIJCOSX def2/J DEFGRID3
* xyz 0 1
N -1.383 -0.278 -0.986
C -0.356 0.123 -0.065
O -0.651 1.428 0.368
C -0.062 -0.901 1.035
O 1.352 -0.736 0.894
C 1.245 0.041 -0.225
N 2.278 0.488 -0.788
H -2.063 0.471 -1.041
H -1.871 -1.090 -0.628
H -0.342 -1.914 0.731
H -0.426 -0.665 2.034
H 0.143 1.969 0.282
H 2.136 1.064 -1.609
*
```

natural (NBO) population analysis, charges in e, atoms 1 to 6: -0.828 0.320 -0.708 -0.107 -0.482 0.504

C3H6N2O2 | wB97M-V/def2-TZVPD

The frontier orbital gap is 10.458 eV. The total energy is -10280.3271 eV. The highest occupied orbital energy is -9.69 eV.

Structure (ORCA input):
```
! wB97M-V def2-TZVPD RIJCOSX def2/J DEFGRID3
* xyz 0 1
H 2.714 1.065 -0.811
N 2.207 1.049 0.070
C 1.059 0.522 -0.169
N 0.578 -0.253 -1.363
O -0.549 -0.828 -0.731
C -1.110 -0.045 0.195
C -1.871 -0.816 1.199
O 0.059 0.707 0.737
H 1.146 -1.198 -1.260
H -1.759 0.743 -0.358
H -1.147 -1.732 1.423
H -2.242 -0.275 1.961
H -2.748 -1.167 0.701
*
```

natural (NBO) population analysis, charges in e, atoms 1 to 6: 0.343 -0.693 0.628 -0.324 -0.419 0.378

C3H6N2O2 | wB97M-V/def2-TZVPD

The frontier orbital gap is 10.258 eV. The total energy is -10283.5112 eV. The highest occupied orbital energy is -9.60 eV.

Structure (ORCA input):
```
! wB97M-V def2-TZVPD RIJCOSX def2/J DEFGRID3
* xyz 0 1
N 1.357 -1.470 0.390
C 0.047 -1.307 0.717
O -0.682 -2.262 0.939
N -0.438 -0.030 0.692
C 0.017 1.095 -0.123
C -0.988 1.252 -1.271
O -1.811 2.130 -1.191
H 1.802 -2.360 0.389
H 1.970 -0.703 0.588
H -1.331 0.152 1.127
H 0.994 0.912 -0.570
H -0.010 2.014 0.449
H -0.928 0.577 -2.136
*
```

natural (NBO) population analysis, charges in e, atoms 1 to 6: -0.843 0.769 -0.640 -0.641 -0.315 0.423

C3H6N2O2 | wB97M-V/def2-TZVPD

The frontier orbital gap (alpha / beta) is 7.942 / 7.917 eV. The total energy is -10276.1025 eV. The highest occupied orbital energy (alpha / beta) is -8.57 / -8.35 eV.

Structure (ORCA input):
```
! wB97M-V def2-TZVPD RIJCOSX def2/J DEFGRID3
* xyz 0 1
C -1.497 -0.106 -0.542
C 1.777 0.082 -0.097
C 0.467 0.018 0.899
N 2.005 -0.958 -0.846
N -0.544 0.592 0.015
O -0.357 1.783 -0.270
O -1.973 -1.258 0.093
H -2.153 0.446 -1.243
H 1.439 0.841 -0.810
H 2.552 0.628 0.351
H 0.171 -0.961 1.080
H 0.669 0.643 1.904
H -2.557 -1.750 -0.534
*
```

natural (NBO) population analysis, charges in e, atoms 1 to 6: 0.280 -0.417 -0.248 -0.122 0.068 -0.557

C3H6N2O2 | wB97M-V/def2-TZVPD

The frontier orbital gap is 10.610 eV. The total energy is -10283.6927 eV. The highest occupied orbital energy is -9.98 eV.

Structure (ORCA input):
```
! wB97M-V def2-TZVPD RIJCOSX def2/J DEFGRID3
* xyz 0 1
N 0.138 -1.786 -0.074
C 1.213 -0.884 -0.148
O 2.352 -1.239 -0.352
N 0.876 0.439 0.053
C -0.371 0.842 0.660
C -1.394 1.234 -0.405
O -2.582 1.152 -0.342
H 0.519 -2.707 -0.230
H -0.634 -1.595 -0.699
H 1.688 1.000 0.256
H -0.765 0.149 1.398
H -0.199 1.793 1.181
H -0.840 1.603 -1.297
*
```

natural (NBO) population analysis, charges in e, atoms 1 to 6: -0.868 0.782 -0.623 -0.641 -0.348 0.435

C3H6N2O2 | wB97M-V/def2-TZVPD

The frontier orbital gap is 10.522 eV. The total energy is -10283.2800 eV. The highest occupied orbital energy is -9.87 eV.

Structure (ORCA input):
```
! wB97M-V def2-TZVPD RIJCOSX def2/J DEFGRID3
* xyz 0 1
N -0.882 0.364 1.955
C -0.529 -0.716 1.164
O -0.389 -1.828 1.609
C -0.460 -0.420 -0.328
N 0.680 0.483 -0.593
C 1.279 0.370 -1.849
O 0.668 0.285 -2.874
H -1.495 0.161 2.732
H -0.884 1.263 1.508
H -0.227 -1.366 -0.814
H -1.359 0.038 -0.731
H 1.216 1.073 0.018
H 2.381 0.292 -1.797
*
```

natural (NBO) population analysis, charges in e, atoms 1 to 6: -0.849 0.668 -0.568 -0.309 -0.686 0.540

C3H6N2O2 | wB97M-V/def2-TZVPD

The frontier orbital gap is 10.110 eV. The total energy is -10280.8685 eV. The highest occupied orbital energy is -9.63 eV.

Structure (ORCA input):
```
! wB97M-V def2-TZVPD RIJCOSX def2/J DEFGRID3
* xyz 0 1
C 0.765 -0.256 -1.869
O 0.128 0.682 -0.984
C -0.627 0.020 0.230
N -1.634 -0.707 0.115
N 0.207 0.517 1.138
C -0.036 0.365 2.490
O 0.688 0.797 3.356
H 1.319 0.320 -2.611
H -0.014 -0.842 -2.359
H 1.435 -0.910 -1.302
H -2.021 -0.800 -0.816
H 0.752 1.011 -0.104
H -0.963 -0.197 2.715
*
```

natural (NBO) population analysis, charges in e, atoms 1 to 6: -0.262 -0.566 0.697 -0.731 -0.756 0.537

C3H6N2O2 | wB97M-V/def2-TZVPD

The frontier orbital gap (alpha / beta) is 8.312 / 8.309 eV. The total energy is -10279.0419 eV. The highest occupied orbital energy (alpha / beta) is -8.05 / -8.04 eV.

Structure (ORCA input):
```
! wB97M-V def2-TZVPD RIJCOSX def2/J DEFGRID3
* xyz 0 1
C 0.700 -0.158 -0.452
C -0.856 -0.716 0.857
C 1.607 0.013 -1.584
N -0.331 -0.926 -0.398
N -0.041 0.051 1.555
O 0.992 0.500 0.733
O -2.265 0.971 0.330
H -1.606 -1.375 1.232
H 1.441 1.001 -1.692
H 1.201 -0.499 -2.446
H 2.655 -0.256 -1.262
H -0.458 0.679 2.202
H -3.039 0.716 0.926
*
```

natural (NBO) population analysis, charges in e, atoms 1 to 6: 0.589 0.362 -0.674 -0.468 -0.270 -0.281

C3H6N2O2S | wB97M-V/def2-TZVPD

The frontier orbital gap is 9.557 eV. The total energy is -21114.3841 eV. The highest occupied orbital energy is -8.97 eV.

Structure (ORCA input):
```
! wB97M-V def2-TZVPD RIJCOSX def2/J DEFGRID3
* xyz 0 1
C -1.671 -0.511 -1.143
C -1.244 -0.693 0.211
O 0.149 -1.163 0.201
S 1.144 -0.966 1.459
O 1.274 0.599 1.794
N 2.188 1.442 0.989
C 2.163 1.042 -0.296
N 2.127 0.679 -1.372
H -2.752 -0.387 -1.096
H -1.064 0.279 -1.631
H -1.451 -1.438 -1.674
H -1.827 -1.568 0.625
H -1.115 0.256 0.780
H 2.078 2.427 1.153
*
```

natural (NBO) population analysis, charges in e, atoms 1 to 6: -0.641 -0.070 -0.707 0.858 -0.548 -0.386

C3H6N2O3 | wB97M-V/def2-TZVPD

The frontier orbital gap is 9.245 eV. The total energy is -12328.1301 eV. The highest occupied orbital energy is -9.28 eV.

Structure (ORCA input):
```
! wB97M-V def2-TZVPD RIJCOSX def2/J DEFGRID3
* xyz 0 1
N -2.876 0.308 0.657
C -1.789 -0.454 0.299
O -1.706 -1.665 0.219
O -0.615 0.330 0.232
C 0.484 -0.143 -0.509
C 1.925 0.457 -0.217
N 2.671 -0.586 0.477
O 3.851 -0.423 0.542
H -2.688 1.243 0.291
H -3.911 -0.069 0.587
H 0.160 0.165 -1.537
H 0.490 -1.232 -0.457
H 2.410 0.861 -1.100
H 1.592 1.207 0.518
*
```

natural (NBO) population analysis, charges in e, atoms 1 to 6: -0.844 0.883 -0.614 -0.563 -0.074 -0.372

C3H6N2O3 | wB97M-V/def2-TZVPD

The frontier orbital gap is 4.383 eV. The total energy is -12324.6604 eV. The highest occupied orbital energy is -8.69 eV.

Structure (ORCA input):
```
! wB97M-V def2-TZVPD RIJCOSX def2/J DEFGRID3
* xyz 0 1
O 1.298 -0.140 1.701
C 1.113 -0.184 0.508
N 1.470 -1.293 -0.269
C 0.260 0.881 -0.190
N 1.531 1.087 -0.724
C -2.608 -0.296 0.168
O -1.780 -1.099 -0.302
O -2.504 0.907 0.472
H 1.561 -2.117 0.308
H 2.098 -1.162 -1.038
H -0.478 0.590 -0.982
H -0.208 1.477 0.591
H 1.876 2.049 -0.594
H -3.630 -0.700 0.351
*
```

natural (NBO) population analysis, charges in e, atoms 1 to 6: -0.457 0.646 -0.754 -0.247 -0.348 0.613